{"formula": "C37H65F5N6O6", "method": "ωB97M-V/def2-TZVPD", "lumo_ev": 0.1039, "e_tot_ha": -2728.0683, "gap_ev": 8.9, "homo_ev": -8.836, "total_charge": 0, "symbols": ["C", "C", "C", "C", "C", "C", "C", "O", "C", "C", "O", "C", "C", "O", "C", "C", "C", "C", "C", "C", "C", "F", "C", "F", "F", "C", "F", "F", "N", "C", "O", "O", "C", "N", "C", "C", "C", "O", "N", "H", "H", "H", "H", "H", "H", "H", "H", "H", "H", "H", "H", "H", "H", "H", "H", "H", "H", "H", "H", "H", "H", "H", "H", "H", "H", "H", "H", "H", "H", "H", "H", "H", "H", "H", "H", "H", "H", "H", "H", "H", "H", "H", "H", "C", "C", "C", "C", "N", "H", "H", "H", "H", "H", "H", "H", "C", "C", "C", "C", "N", "H", "H", "H", "H", "H", "H", "H", "C", "C", "C", "C", "N", "H", "H", "H", "H", "H", "H", "H"], "xyz": [[4.54837, 4.32979, -0.33723], [3.16507, 3.79792, 0.06425], [2.38997, 3.18013, -1.10476], [2.59727, 1.67159, -1.24371], [2.19352, 0.86858, 0.00204], [1.33848, -0.39448, -0.26501], [-0.02777, 0.10552, -0.73428], [-0.67712, 0.77778, 0.31814], [-1.92427, 1.33726, -0.06275], [-3.04513, 0.32931, -0.17988], [-4.07380, 0.92115, -0.94626], [-5.28993, 0.19535, -0.86208], [-6.08796, 0.38694, -2.15165], [-7.47670, 0.45254, -1.92784], [-8.00140, 1.75095, -1.73151], [-8.26369, 2.12778, -0.26584], [1.32018, -1.21132, 1.04306], [1.26769, -2.74741, 0.89798], [1.55254, -3.33009, 2.32687], [3.01057, -3.65082, 2.58956], [3.25330, -3.97340, 4.05153], [2.43719, -5.02375, 4.45690], [-0.10823, -3.24441, 0.42550], [-0.26728, -3.04358, -0.92347], [-0.27319, -4.57381, 0.64591], [-1.30314, -2.53977, 1.11077], [-1.28831, -2.82496, 2.44775], [-2.45041, -3.04388, 0.58541], [2.38511, -3.10172, -0.00758], [2.38404, -4.48978, -0.65113], [2.46345, -4.41859, -1.88162], [2.36972, -5.41500, 0.12351], [2.76253, -2.15645, -0.90698], [3.98280, -2.20310, -1.33672], [4.57741, -1.39189, -2.37256], [6.02676, -1.03132, -2.00969], [6.45871, 0.25641, -2.71858], [6.20560, -0.97125, -0.59991], [1.90795, -1.16959, -1.38819], [4.52756, 4.83194, -1.30059], [4.86751, 5.06394, 0.40106], [5.29302, 3.53668, -0.33959], [2.59210, 4.62821, 0.47263], [3.31650, 3.07781, 0.86610], [2.79289, 3.62231, -2.01862], [1.33158, 3.43864, -1.09131], [2.12064, 1.30184, -2.14791], [3.67103, 1.53539, -1.39828], [3.08926, 0.59165, 0.55837], [1.61038, 1.50845, 0.66231], [0.13843, 0.80497, -1.56157], [-0.64237, -0.70119, -1.14011], [-1.83353, 1.85763, -1.02165], [-2.20006, 2.07662, 0.68471], [-3.43716, 0.08240, 0.81076], [-2.74355, -0.60764, -0.65789], [-5.87950, 0.56879, -0.02576], [-5.10471, -0.86794, -0.70052], [-5.70941, 1.26461, -2.67979], [-5.91696, -0.46560, -2.80894], [-7.35243, 2.50497, -2.18106], [-8.94431, 1.80980, -2.27529], [-7.83788, 3.09806, -0.04267], [-7.82230, 1.41207, 0.42232], [-9.32596, 2.15013, -0.03720], [0.57246, -0.84678, 1.73867], [2.28089, -1.03827, 1.52863], [1.27699, -2.54999, 3.03931], [0.93402, -4.19397, 2.52969], [3.33236, -4.50559, 1.99884], [3.66816, -2.81846, 2.32750], [3.06130, -3.10471, 4.68226], [4.28175, -4.31166, 4.17165], [-1.29422, -1.45933, 0.99174], [4.56819, -2.91720, -0.92752], [3.97476, -0.52302, -2.59904], [4.61591, -1.99138, -3.28642], [6.66900, -1.82132, -2.38417], [7.04973, 0.88327, -2.05409], [5.61180, 0.84531, -3.06730], [7.06951, 0.02932, -3.58842], [6.13746, -0.05641, -0.31304], [1.18187, -1.62035, -1.93741], [-2.19593, -0.54116, 4.65430], [-1.68819, 0.83485, 4.23809], [-2.78394, 1.90948, 4.25666], [-3.86318, 1.56952, 3.33220], [-4.68077, 1.30907, 2.58137], [-2.96039, -0.90789, 3.96797], [-1.38214, -1.26600, 4.65476], [-2.62428, -0.51503, 5.65778], [-1.25944, 0.77670, 3.23439], [-0.88698, 1.14796, 4.90970], [-2.37410, 2.87652, 3.96349], [-3.20620, 2.01470, 5.25708], [-9.31257, 6.39095, -2.04281], [-9.65021, 7.38882, -0.94080], [-8.57993, 7.44659, 0.15605], [-8.42175, 6.14714, 0.80660], [-8.29693, 5.11854, 1.28267], [-9.25179, 5.37401, -1.65222], [-10.07997, 6.40059, -2.81629], [-8.35754, 6.63267, -2.51306], [-10.61085, 7.12744, -0.49412], [-9.75868, 8.38581, -1.37093], [-8.84791, 8.18065, 0.91628], [-7.61715, 7.73869, -0.26614], [6.91353, -6.45955, -1.90653], [8.18575, -5.89096, -1.28684], [8.20307, -4.35729, -1.26836], [8.12705, -3.80842, -2.62139], [8.05544, -3.39410, -3.68214], [6.81404, -6.16566, -2.95221], [6.92549, -7.54799, -1.87199], [6.02463, -6.11888, -1.37192], [9.05620, -6.25476, -1.83540], [8.28293, -6.24751, -0.26043], [9.11438, -3.98348, -0.80102], [7.35572, -3.97461, -0.69516]], "forces_ev_per_a": [[-0.24, 0.02, 0.46], [0.11, 0.30, -0.28], [0.36, -0.19, -0.35], [0.35, 0.20, 0.34], [-0.01, -0.05, -0.37], [-0.11, 0.71, 0.22], [-0.08, 0.07, -0.23], [-0.10, -0.22, 0.30], [-0.10, 0.21, -0.34], [-0.54, -0.19, 0.15], [0.29, -0.06, -0.15], [-0.34, 0.26, -0.01], [0.19, -0.27, -0.02], [-0.01, -0.01, -0.22], [-0.33, 0.34, 0.33], [0.11, -0.20, -0.10], [0.14, -0.29, -0.35], [0.61, 0.08, 0.61], [0.08, 0.43, -0.21], [0.20, -0.40, 0.17], [0.17, 0.00, -0.51], [-0.10, 0.10, 0.11], [-0.41, -0.39, 0.11], [0.05, 0.04, 0.18], [0.06, 0.42, -0.24], [-0.13, -0.42, 0.07], [-0.01, 0.09, -0.39], [0.27, 0.19, 0.18], [-0.85, 1.08, -0.08], [0.79, -1.10, -1.16], [-0.11, 0.18, -0.14], [-0.27, -0.38, 0.89], [-0.07, -0.69, 0.19], [0.07, 0.42, 0.00], [0.38, -0.42, -0.59], [-0.02, 0.44, -0.24], [-0.10, -0.07, -0.12], [0.07, -0.04, 0.06], [0.16, 0.56, 0.25], [0.03, -0.03, -0.15], [0.18, 0.02, 0.03], [0.11, -0.05, -0.24], [-0.08, 0.02, 0.11], [-0.23, -0.05, 0.17], [-0.18, 0.16, -0.11], [-0.13, -0.10, 0.24], [-0.14, -0.08, -0.05], [0.06, -0.16, -0.14], [0.05, -0.12, 0.04], [-0.10, -0.03, 0.17], [0.01, 0.03, -0.08], [-0.01, -0.18, 0.11], [0.09, 0.03, -0.06], [0.12, 0.07, 0.13], [0.12, -0.07, 0.09], [0.24, -0.06, -0.07], [0.04, -0.03, 0.16], [0.14, -0.08, 0.07], [-0.07, 0.22, 0.07], [-0.05, -0.05, -0.07], [0.24, -0.09, -0.11], [-0.03, -0.19, -0.14], [-0.05, 0.14, 0.15], [0.13, -0.09, -0.04], [-0.11, 0.08, -0.02], [-0.18, 0.09, -0.02], [0.06, 0.01, 0.13], [-0.29, -0.03, 0.10], [0.04, -0.16, -0.03], [-0.13, -0.02, -0.16], [0.00, 0.15, 0.01], [-0.10, -0.07, 0.23], [0.09, 0.10, 0.19], [-0.08, 0.08, -0.08], [-0.04, -0.09, 0.02], [-0.28, 0.09, 0.39], [-0.09, 0.02, -0.10], [0.05, -0.19, 0.31], [0.14, -0.01, 0.06], [-0.11, 0.06, 0.06], [0.08, 0.00, -0.05], [-0.06, 0.03, 0.03], [-0.02, -0.19, 0.09], [0.05, 0.03, 0.00], [0.01, -0.18, 0.05], [0.18, -0.15, 0.00], [0.63, 0.40, 0.58], [-0.74, -0.28, -0.64], [-0.02, 0.01, 0.01], [-0.02, -0.01, 0.01], [-0.01, 0.00, 0.01], [0.01, 0.07, -0.04], [-0.01, 0.08, -0.01], [-0.05, 0.04, 0.01], [0.00, 0.00, 0.01], [-0.04, 0.01, 0.02], [-0.01, -0.07, -0.16], [-0.20, 0.02, -0.07], [0.04, 0.84, -0.38], [0.06, -0.78, 0.50], [0.03, 0.01, 0.02], [0.01, 0.01, -0.02], [0.01, -0.01, 0.00], [0.00, 0.03, 0.05], [0.02, 0.03, 0.06], [0.04, 0.02, 0.01], [0.02, 0.00, 0.01], [0.04, 0.03, 0.02], [-0.15, -0.15, -0.06], [0.07, -0.19, 0.01], [0.08, -0.33, 0.84], [-0.05, 0.37, -0.89], [-0.01, 0.04, 0.01], [-0.02, -0.01, 0.02], [-0.02, -0.01, -0.01], [0.04, 0.04, 0.02], [0.04, 0.07, 0.03], [-0.01, 0.04, 0.02], [0.00, 0.05, 0.01]], "lowdin_charge": [-0.11, -0.25, -0.21, -0.20, -0.12, -0.37, -0.16, -0.14, -0.16, -0.22, -0.13, -0.17, -0.19, -0.14, -0.26, -0.07, -0.03, -0.26, -0.10, -0.17, -0.21, -0.05, -0.37, 0.11, 0.14, -0.27, 0.09, 0.10, 0.11, -0.70, 0.01, 0.07, -0.28, 0.18, -0.08, -0.40, -0.02, -0.03, 0.16, 0.07, 0.07, 0.06, 0.10, 0.10, 0.10, 0.11, 0.10, 0.09, 0.11, 0.12, 0.13, 0.12, 0.13, 0.13, 0.10, 0.12, 0.10, 0.13, 0.12, 0.12, 0.11, 0.11, 0.03, 0.07, 0.07, 0.13, 0.13, 0.12, 0.12, 0.10, 0.12, 0.11, 0.11, 0.13, 0.18, 0.10, 0.15, 0.09, 0.08, 0.07, 0.08, 0.08, 0.15, -0.10, -0.25, -0.18, -0.22, 0.19, 0.07, 0.07, 0.08, 0.09, 0.11, 0.12, 0.12, -0.11, -0.26, -0.19, -0.23, 0.17, 0.06, 0.07, 0.08, 0.11, 0.11, 0.12, 0.12, -0.10, -0.26, -0.18, -0.25, 0.16, 0.07, 0.07, 0.08, 0.11, 0.11, 0.12, 0.11]}